No. 1
A 4-piece molecular cluster, C47H59N6O13Si overall. Source: the Open Molecules 2025 dataset; level of theory: ωB97M-V/def2-TZVPD.

Calculated values
- Net charge: +1
- 2S+1: 1
- Energy: -3422.23650 Eh

```
126
Properties=species:S:1:pos:R:3:forces:R:3
Si -0.852 0.712 -1.550 -0.367 0.158 -0.607
O -7.250 3.310 0.310 0.109 0.033 -0.048
O -6.437 7.642 -1.323 0.091 0.037 -0.066
O -9.047 -4.431 8.402 -0.112 0.006 -0.023
O -7.325 -6.180 3.730 0.196 -0.039 -0.015
O 4.095 2.330 1.204 0.002 0.002 0.085
O -5.565 -5.966 5.641 -0.085 0.018 -0.030
O -7.752 -4.324 1.628 0.078 0.123 -0.128
O -10.814 -4.687 6.497 0.097 -0.005 0.026
O -5.156 -4.583 1.372 -0.084 -0.032 0.033
O -4.832 -0.674 -1.209 -0.145 0.018 -0.011
O -4.903 2.636 -0.647 -0.079 -0.169 0.024
O -4.148 6.946 -2.354 -0.072 -0.034 0.054
O -7.401 -0.356 -0.868 0.089 0.069 -0.040
N 6.536 0.896 -0.984 0.072 0.065 0.386
N 6.879 1.645 -3.215 -0.152 0.083 0.397
N 5.219 2.356 0.406 0.054 -0.044 0.019
N 5.016 0.024 0.381 -0.070 -0.249 0.073
N 9.055 -2.662 -3.693 0.073 0.096 0.195
N 6.525 -0.484 -1.124 -0.234 -0.626 -0.082
C -9.565 -5.015 6.206 -0.158 -0.001 -0.110
C -1.306 -3.146 1.076 -0.019 -0.047 0.257
C -6.815 -5.633 5.935 0.160 0.003 0.113
C 5.771 3.672 0.070 0.239 0.163 0.272
C -7.119 -3.395 0.932 -0.149 -0.049 0.054
C -4.849 -2.651 0.052 0.078 -0.142 0.039
C -1.645 -1.920 1.631 0.073 0.160 -0.285
C 5.023 4.828 0.737 -0.118 0.106 -0.479
C 5.209 -2.388 -0.102 0.152 -0.543 -0.006
C -6.949 -1.366 -0.356 -0.228 -0.098 0.180
C 7.790 -2.415 -4.012 -0.192 -0.084 -0.273
C 7.390 1.684 -1.852 0.190 -0.101 -0.720
C 2.413 4.774 0.462 0.047 0.046 -0.627
C 7.377 -1.214 -2.015 0.325 -0.013 -0.430
C -1.522 -0.765 0.864 -0.096 0.031 0.202
C -2.153 0.600 -2.921 0.648 0.056 0.632
C -8.596 -4.850 7.353 0.288 -0.034 0.066
C -1.047 -0.799 -0.446 0.177 -0.042 -0.021
C -0.843 -3.213 -0.231 -0.051 0.006 0.018
C -1.101 2.343 -0.636 -0.055 -0.399 0.397
C 1.843 3.609 -0.383 -0.082 -0.197 0.325
C 1.244 2.453 0.445 -0.119 0.329 0.086
C 6.416 -3.305 0.190 0.069 0.518 -0.170
C -5.626 -3.610 0.812 0.217 0.116 -0.086
C 8.695 -1.452 -1.671 0.110 0.218 0.500
C -0.270 2.569 0.637 0.187 0.329 -0.147
C -6.149 6.473 -1.149 -0.250 -0.099 0.158
C 5.593 -0.965 -0.293 -0.127 0.576 0.164
C -7.731 -2.334 0.383 -0.051 0.120 -0.084
C 2.931 -3.343 -0.724 0.454 0.238 0.158
C -9.175 -5.454 5.000 0.055 -0.053 -0.144
C 5.585 1.155 -0.048 0.053 0.191 -0.442
C 6.904 -1.695 -3.224 -0.032 0.149 0.305
C -7.784 -5.784 4.789 -0.316 0.048 -0.042
C 5.510 2.135 -3.378 0.131 0.190 -0.393
C -5.221 3.795 -0.850 0.209 0.141 -0.148
C -6.552 4.253 -0.307 -0.186 -0.009 0.053
C 4.312 -2.931 -1.250 -0.232 -0.283 0.257
C -4.829 6.006 -1.716 0.185 0.002 -0.090
C -7.202 -5.193 7.140 -0.053 0.045 0.128
C 0.841 0.646 -2.412 0.062 -0.149 0.496
C -4.398 4.745 -1.572 0.049 -0.150 0.039
C -5.466 -1.600 -0.501 0.225 -0.035 -0.030
C 9.499 -2.179 -2.533 -0.206 -0.052 -0.198
C 3.776 5.289 -0.057 -0.012 -0.025 0.577
C -0.712 -2.050 -0.977 -0.011 0.011 0.020
C -6.980 5.515 -0.447 -0.022 0.146 -0.017
H -0.352 -2.121 -1.999 0.020 -0.011 -0.002
H -2.282 1.578 -3.386 -0.119 -0.056 -0.117
H 1.717 5.613 0.420 -0.067 -0.057 0.105
H -7.088 -4.982 1.920 -0.073 -0.047 0.099
H 1.068 4.011 -1.039 0.054 -0.045 -0.131
H 7.443 -2.799 -4.965 0.087 -0.050 0.015
H -3.079 0.249 -2.474 -0.151 0.033 -0.218
H 1.313 1.629 -2.383 -0.004 0.020 -0.215
H 3.909 4.983 -1.096 -0.087 0.096 -0.112
H -5.568 -6.240 4.703 -0.023 -0.003 -0.023
H -1.819 0.175 1.315 0.010 0.019 -0.072
H 1.505 1.489 0.005 -0.060 -0.036 -0.011
H 9.092 -1.089 -0.730 -0.019 -0.029 -0.023
H 5.737 5.653 0.776 0.030 -0.049 -0.047
H -0.481 3.575 1.023 -0.025 -0.051 0.054
H -4.694 7.757 -2.301 -0.034 0.009 0.015
H 4.382 2.052 2.087 0.012 -0.038 -0.024
H -1.785 -0.114 -3.658 -0.239 -0.019 -0.120
H 5.738 3.819 -1.010 -0.041 -0.061 -0.006
H 4.772 4.596 1.769 0.017 -0.026 0.029
H -6.726 2.488 0.252 -0.007 -0.019 -0.012
H 3.769 6.379 -0.058 0.010 -0.009 0.026
H -3.784 -2.814 -0.040 0.000 0.023 -0.017
H -1.418 -4.043 1.673 0.026 -0.046 -0.085
H -2.010 -1.847 2.647 -0.019 -0.089 0.007
H 6.822 3.694 0.376 -0.026 -0.089 0.066
H 4.206 -2.204 -2.056 0.000 0.043 -0.029
H 4.793 -3.819 -1.664 0.110 0.118 -0.141
H 2.619 3.216 -1.047 0.101 0.011 0.056
H 7.506 2.184 -3.801 0.057 -0.171 -0.085
H 7.141 -2.790 0.824 -0.051 -0.147 0.133
H 2.481 4.482 1.510 0.103 -0.008 0.026
H 6.074 -4.200 0.702 0.014 -0.073 -0.052
H 5.387 3.198 -3.143 -0.080 -0.038 0.169
H -0.596 -4.173 -0.666 0.012 0.000 -0.017
H -8.796 -2.167 0.471 -0.001 -0.023 0.016
H -0.573 1.877 1.423 -0.063 -0.050 -0.057
H -6.517 -5.080 7.967 0.013 -0.003 -0.014
H 2.354 -3.855 -1.490 -0.107 0.053 0.003
H 5.231 2.015 -4.425 0.006 -0.046 0.039
H 4.809 1.537 -2.798 0.009 0.026 0.109
H -0.942 3.143 -1.365 0.057 0.025 -0.018
H -3.454 4.402 -1.970 0.001 0.018 -0.005
H 5.888 -1.511 -3.543 0.013 -0.003 -0.044
H 1.711 2.469 1.431 -0.008 -0.082 0.000
H 8.370 1.202 -1.859 0.018 0.094 0.043
H 1.503 -0.040 -1.874 0.033 0.002 -0.031
H -9.859 -5.570 4.171 -0.013 0.015 0.012
H 10.529 -2.382 -2.270 0.016 -0.028 -0.062
H -5.514 -0.029 -1.485 0.015 0.059 0.062
H 3.067 -4.016 0.125 -0.115 -0.105 -0.064
H 7.527 2.679 -1.433 -0.253 -0.027 0.215
H -7.931 5.854 -0.060 -0.002 -0.023 0.009
H 0.760 0.293 -3.440 -0.014 0.095 -0.066
H 2.385 -2.473 -0.354 -0.137 -0.036 -0.115
H 6.935 -3.581 -0.727 -0.055 -0.131 0.005
H -2.163 2.396 -0.368 -0.024 0.001 -0.107
H 4.600 -2.380 0.802 -0.022 0.220 0.010
H -10.811 -4.401 7.432 0.020 0.001 0.023
```
Positions in Å, forces in eV/Å.


No. 2
C47H61Br2NO3S2SeSiTi as an isolated structure. Source: the Open Molecules 2025 dataset; level of theory: ωB97M-V/def2-TZVPD.

Calculated values
- ⟨S²⟩: 2.01
- Net charge: -2
- 2S+1: 3
- Energy: -11592.99437 Eh

```
119
Properties=species:S:1:pos:R:3:forces:R:3
Br -1.925 1.534 -2.018 0.303 0.129 -0.275
Br -2.149 -0.118 1.422 -0.315 0.020 0.158
Se 2.862 1.641 -0.721 -0.028 -0.301 -0.073
Ti 0.038 0.172 0.069 -0.286 -0.882 -0.238
S 1.614 -3.265 0.410 -0.186 0.085 0.107
S 4.164 -4.796 -6.457 0.114 -0.186 0.165
Si 0.155 -6.120 0.257 0.008 0.146 -0.037
O 1.278 -0.051 1.430 0.681 0.223 0.566
O 0.034 2.096 0.380 0.099 0.838 0.171
O 6.223 -6.294 -6.010 0.048 -0.037 -0.065
N -0.674 -2.145 -0.462 0.145 -0.061 0.353
C 6.201 -4.465 -4.478 -0.163 -0.031 -0.019
C -2.479 -3.412 -1.426 0.085 -0.043 0.058
C 2.650 -1.444 -4.798 -0.021 -0.032 0.007
C 1.574 -6.646 -0.834 0.235 -0.073 -0.164
C 5.202 0.647 2.578 0.020 0.014 -0.045
C 3.333 7.504 1.415 0.009 0.023 0.032
C 2.945 6.985 0.023 -0.006 -0.092 0.022
C 3.381 -3.676 -5.335 -0.074 0.205 -0.012
C 0.791 0.604 4.318 0.048 0.009 -0.010
C -0.660 -4.557 -0.340 0.027 0.155 0.069
C 0.814 -0.430 -1.806 0.203 0.043 -0.642
C 4.251 0.140 3.460 -0.123 0.006 0.017
C 2.034 8.013 -0.659 -0.022 0.032 -0.040
C 3.410 0.920 0.967 0.291 0.122 0.019
C -3.668 1.042 -1.756 -0.373 0.053 0.314
C -0.790 5.118 3.115 0.003 0.035 0.053
C -1.113 4.605 1.702 0.081 -0.070 -0.154
C 2.544 -0.610 5.569 -0.009 -0.025 0.095
C -1.875 -4.593 -0.989 -0.102 0.058 -0.029
C 0.973 5.583 0.778 -0.123 -0.041 0.080
C 2.908 -0.029 3.133 0.138 -0.044 0.195
C 6.995 0.231 4.325 0.028 -0.010 0.032
C 1.887 -0.470 4.194 0.018 0.023 -0.149
C -1.840 -2.237 -1.102 -0.096 0.096 -0.034
C 0.651 -6.105 2.057 0.018 -0.002 0.233
C 5.651 -5.313 -5.601 0.051 0.102 -0.034
C 2.812 -4.137 -4.148 -0.082 0.064 0.016
C 2.179 -3.257 -3.288 -0.015 -0.115 -0.001
C -1.151 -7.477 0.109 -0.137 -0.171 -0.007
C 0.213 4.426 0.935 0.052 0.172 0.007
C 4.219 6.852 -0.813 0.031 0.000 -0.009
C 6.687 0.769 2.928 -0.095 0.030 -0.054
C 4.739 1.074 1.340 -0.027 0.014 0.027
C 1.398 -1.021 -2.700 -0.035 -0.012 -0.130
C 2.073 -1.891 -3.602 0.068 -0.005 -0.059
C -1.992 5.636 0.977 -0.045 0.021 -0.022
C -0.013 -3.289 -0.135 -0.027 -0.051 -0.362
C -1.946 3.337 1.864 -0.069 -0.010 0.062
C 2.214 5.648 0.159 0.133 -0.033 -0.019
C 1.243 -1.821 3.849 0.036 -0.020 0.018
C 2.497 0.270 1.813 -0.337 -0.195 0.106
C 2.044 3.253 -0.120 0.030 0.168 0.105
C 0.731 3.207 0.410 -0.219 -0.163 -0.150
C 3.296 -2.324 -5.654 -0.011 0.038 0.074
C 2.749 4.438 -0.263 -0.032 0.042 0.048
C 7.116 2.242 2.876 0.029 0.035 0.015
C 7.515 -0.029 1.913 0.022 -0.036 -0.019
H 8.578 -0.005 2.177 -0.023 0.014 -0.019
H 0.508 -7.095 2.506 0.010 0.052 -0.001
H 2.565 8.961 -0.800 -0.014 -0.009 0.014
H 0.067 0.307 5.083 0.017 0.009 0.003
H 7.185 -1.070 1.885 0.021 0.013 0.014
H 2.448 7.655 2.037 0.015 -0.010 -0.014
H 1.710 7.649 -1.636 0.017 0.008 0.012
H -1.362 -7.752 -0.929 0.001 0.032 0.044
H -2.299 -1.293 -1.372 -0.010 0.007 0.016
H 3.018 0.321 5.896 -0.026 -0.021 -0.008
H 4.564 -0.128 4.458 0.015 -0.006 -0.041
H 2.591 -0.389 -5.035 -0.003 -0.008 -0.041
H -2.908 5.812 1.551 0.012 -0.012 -0.017
H -1.711 5.194 3.701 0.017 0.016 -0.008
H -2.276 5.259 -0.009 0.014 0.010 0.020
H 4.938 6.176 -0.345 -0.019 0.019 0.003
H 1.772 -0.866 6.300 0.011 -0.005 -0.001
H 6.528 2.836 3.580 0.016 -0.009 -0.004
H 6.834 -3.701 -4.933 -0.005 0.024 0.008
H 5.427 -3.965 -3.902 0.022 0.002 -0.004
H 6.965 2.664 1.880 -0.005 -0.020 0.028
H 3.866 8.458 1.339 -0.018 -0.013 0.002
H 7.405 0.379 0.906 -0.011 -0.018 0.029
H -1.423 2.558 2.413 0.033 -0.002 -0.001
H -0.313 6.101 3.102 -0.005 -0.030 0.001
H 3.978 6.785 1.923 -0.006 0.009 -0.011
H -3.423 -3.399 -1.954 0.017 0.004 -0.003
H 0.250 0.731 3.382 -0.006 -0.014 -0.027
H -0.803 -8.376 0.629 -0.026 0.007 -0.047
H 1.691 -5.799 2.171 -0.018 0.000 0.008
H 6.811 -5.092 -3.832 0.020 -0.031 -0.033
H -3.826 0.431 -0.878 -0.048 -0.039 -0.040
H 1.227 -6.804 -1.860 0.028 -0.005 0.028
H 2.875 -5.189 -3.895 -0.023 -0.003 0.007
H 0.587 -2.128 4.672 0.015 -0.002 -0.028
H 2.037 -7.575 -0.482 -0.031 0.038 -0.022
H 2.323 -5.852 -0.833 0.004 -0.066 -0.023
H 5.410 1.549 0.633 -0.006 -0.003 0.007
H -1.490 6.596 0.839 -0.020 -0.027 0.014
H 3.744 -1.964 -6.573 -0.003 0.005 0.012
H 0.044 -5.379 2.605 0.024 -0.033 0.015
H -2.235 2.899 0.912 0.008 0.005 -0.040
H 8.071 0.298 4.513 -0.022 0.008 0.004
H -2.372 -5.544 -1.160 0.015 0.020 -0.012
H 0.561 6.503 1.184 0.020 -0.029 -0.048
H 8.176 2.345 3.132 -0.025 -0.003 -0.011
H 0.657 -1.772 2.937 -0.023 0.032 -0.066
H 1.227 1.566 4.605 -0.010 -0.030 0.006
H 4.695 7.831 -0.915 -0.007 -0.014 -0.002
H 3.294 -1.406 5.585 -0.026 0.012 0.001
H 6.700 -0.816 4.424 0.012 0.013 -0.012
H -2.092 -7.166 0.573 0.034 -0.056 0.009
H -4.417 1.726 -2.122 -0.030 -0.059 -0.082
H -2.857 3.593 2.418 0.031 -0.028 -0.015
H 1.140 8.214 -0.066 0.016 -0.011 -0.013
H -0.118 4.422 3.623 -0.022 0.003 -0.004
H 3.733 4.385 -0.709 0.003 -0.008 0.001
H 6.482 0.804 5.100 -0.002 -0.009 -0.015
H 1.758 -3.599 -2.349 0.036 -0.013 -0.016
H 2.003 -2.591 3.700 -0.001 0.014 0.029
H 4.001 6.471 -1.813 -0.007 0.013 0.024
```
Positions in Å, forces in eV/Å.


Q: The highest 2S+1 belongs to which entry?
A: C47H61Br2NO3S2SeSiTi